84
Properties=species:S:1:pos:R:3 method="wB97M-V/def2-TZVPD" largest_force_ev_per_a=0.54 spin_multiplicity=2 de_lowest_ev=1.693 e_homo_ha="-0.1562 / -0.2571" charge=0
H -3.11687 -3.54824 2.60520
H 0.15530 1.98096 4.83730
H 2.01291 1.34433 -1.80139
H -2.59101 0.69965 2.60085
H -3.86823 4.15981 -2.75522
N 1.94550 -2.67593 -2.86019
C -0.25490 0.44785 8.78831
H 0.28258 3.85436 -5.09821
H 3.02022 1.14282 -3.24970
H -4.01447 2.00166 -3.40234
N -1.01368 -3.78266 -1.45013
C 4.16895 -0.35313 -1.18503
N 0.18138 1.02659 5.14135
C 0.08186 -1.58789 7.50268
C 2.80049 -3.65435 -2.19145
C 0.47754 1.24033 0.83315
H 3.55344 0.49663 -0.92724
H -0.20663 -1.52701 9.62346
C -1.87313 5.04052 -2.93070
H -2.27910 5.51559 -3.82734
H 0.17920 -2.66535 7.44566
H 1.03960 -2.74151 -4.75097
C -2.40103 -0.26934 0.70505
N 0.28586 -5.85459 -1.90403
C -2.70544 -2.67038 0.70036
H -2.13915 0.64080 0.17624
C -1.04420 2.84501 -2.99699
H 2.28257 -4.14918 -1.37088
C -0.16548 1.23389 7.64369
N -0.44028 -2.47376 -3.35844
C 3.94456 -2.77703 -1.69321
H 4.96103 -0.04418 -1.87440
H 1.08274 4.98503 -3.99355
N -2.31730 2.77932 -2.46253
C -2.92870 -2.62635 2.06992
N 0.37855 -1.20775 5.03639
C 0.71493 -1.15682 2.12208
Cu -0.20011 0.10127 -1.81348
C -0.30735 -4.87587 -1.73989
H -0.25710 2.31247 7.69729
C -2.64165 -0.24222 2.06957
C 0.38106 -0.08284 4.32900
C -2.88951 4.10025 -2.27569
H -0.42014 0.92005 9.74868
C 0.85247 -3.05484 -3.72444
C 0.04643 0.57836 6.44175
H -1.55204 5.82936 -2.25080
H 0.82186 -2.11712 2.61032
C 2.27342 -1.38205 -2.52529
C -2.89063 -1.42125 2.75672
H 3.13557 -4.42073 -2.88782
C 0.11728 4.63065 -4.35526
H -2.72390 -3.60898 0.17249
C -1.05612 -2.72731 -2.17253
C -2.41916 -1.48645 0.03392
H 1.48155 2.92341 -3.49537
C 2.01320 1.00271 -2.84199
C 0.47406 1.24989 2.19512
N -0.29841 1.80110 -3.09589
H 0.79179 -4.13521 -3.70310
C -3.20380 1.66813 -2.74616
C -0.13269 -0.94306 8.71437
H 4.63415 -0.70250 -0.26383
H 4.23997 -3.03681 -0.67739
H -2.64479 0.88344 -3.24425
H -3.03786 -1.40400 3.82875
H -0.37550 5.46536 -4.85444
H 1.10632 1.65226 -4.67157
H 0.82531 -1.96273 0.16405
H 0.40794 2.20788 2.70013
H -3.64906 1.25548 -1.83824
S -2.07516 -1.33641 -1.70938
H -0.45267 -1.48764 -3.59759
N 3.37159 -1.43843 -1.71755
H 0.40084 2.17620 0.28490
H -3.02260 4.32534 -1.21694
N 1.55799 -0.38261 -2.94768
C 0.17348 -0.81810 6.34586
H 4.82983 -2.83384 -2.33559
N 0.55372 0.10793 0.06526
N -0.75748 4.16926 -3.28413
C 0.53400 0.01675 2.92247
C 0.71820 -1.06524 0.76876
C 1.07603 1.91902 -3.61091



76
Properties=species:S:1:pos:R:3 method="wB97M-V/def2-TZVPD" largest_force_ev_per_a=0.24 e_homo_ha=-0.3210 smiles=CCCCCPC[C@H](C)F.Fc1ccccc1.Fc1ccccc1.Fc1ccccc1.Fc1ccccc1 charge=0
H 6.10501 1.24422 -4.89882
H 2.67901 0.19196 -2.58721
H -3.13924 -3.24276 2.62515
C 1.84826 -5.20800 0.89343
C -1.75332 4.96463 -1.63902
C 3.08800 0.29221 1.42821
H -0.49700 5.54941 -0.01321
H 2.40988 -0.76398 4.27915
F 2.33643 -8.23631 -1.00598
F -5.11164 0.76848 2.28240
H -3.09714 4.54970 -3.24487
C -3.99541 -1.28694 2.49775
H -0.92239 2.36004 2.66917
C 2.34230 -7.02423 2.38987
C -4.01805 -2.66800 2.36365
C -1.03580 0.41964 0.79649
C -2.80806 5.25613 -2.47909
H 2.67210 -8.94489 1.44848
C -2.00663 7.02448 -0.48502
C -1.90197 1.68744 0.84572
H 3.98120 0.51261 2.01711
C 2.33364 0.41869 -4.70895
H 1.25704 -0.48831 2.27265
F 2.21070 -1.92787 1.24875
C -1.33299 5.82152 -0.64272
H -4.30074 6.71192 -2.95319
C 1.05834 1.67103 -0.18559
C -3.46981 6.46365 -2.30614
C 2.87624 -1.28419 3.44177
H 1.27809 0.18951 -4.64377
H 3.44435 -0.07560 0.46315
C 1.94483 -6.06762 -0.19196
C 2.04610 -5.68425 2.18247
H -2.25492 3.38476 2.15575
H 4.71807 1.23201 -6.96773
H 2.49827 -7.39732 3.39371
C 2.44251 -7.89675 1.31517
C -1.41646 2.78709 1.79530
C 0.14391 0.44394 -0.18743
H -7.13583 -0.58324 1.43111
C -6.27906 -2.56621 1.55866
H -1.68121 -0.40280 0.47364
H -3.59401 8.28665 -1.18283
C 2.24058 -7.39461 0.04556
C 2.28763 -0.81115 2.12039
H 2.30671 0.70421 -6.83494
C -5.15621 -3.30971 1.89520
C 2.91055 0.70883 -5.93769
C 5.04883 1.01526 -4.86676
F 5.19731 0.72624 -2.53885
H -5.16757 -4.38622 1.79194
F -1.10649 3.78743 -1.79700
H 1.62259 -4.16260 0.73279
H 1.97049 -5.00923 3.02467
C -3.07334 7.34759 -1.31217
C 4.26460 1.00551 -6.01172
H -0.70801 3.47012 1.32785
H 1.79798 -5.72370 -1.20659
P 2.32946 1.95246 1.12557
H -1.69290 7.71152 0.28976
H 1.51105 2.01350 2.27920
H 2.67691 -2.34847 3.56231
C -6.27402 -1.18431 1.68618
H 1.66052 1.65493 -1.10013
H -7.16814 -3.06270 1.19276
C 4.44655 0.72183 -3.66028
H 0.46881 2.58522 -0.25662
C -5.12728 -0.57592 2.15436
H -0.28478 0.35972 -1.19228
H -3.12000 -0.76208 2.85607
H 3.95316 -1.12597 3.49336
H -2.00399 2.08291 -0.16916
H 0.74954 -0.45635 -0.05568
H -2.90643 1.39682 1.15792
C 3.10371 0.42320 -3.55490
H -0.72038 0.16323 1.81370



98
Properties=species:S:1:pos:R:3 method="wB97M-V/def2-TZVPD" largest_force_ev_per_a=1.41 e_homo_ha=-0.3454 smiles="[H]/N=C/CN1C(=O)c2cc(I)c(CCCCS(=O)(=O)O)c(I)c2C1=O.O=C1OCCO1.O=C1OCCO1.O=C1OCCO1.O=C1OCCO1.O=C1OCCO1.O=C1OCCO1" charge=0
H -2.44671 -6.18129 -3.28037
H -3.44062 -0.49942 -0.28466
H -2.85621 -6.45022 -0.52568
C -1.47014 0.21179 0.09408
O -5.73647 2.90475 0.31483
C 5.24739 6.94443 2.24545
O 5.90927 7.30460 3.16081
C -3.81923 5.88059 2.13197
O 3.66573 3.16711 -0.60269
O -1.88667 3.11986 2.57645
C -5.31945 -5.50913 -2.22433
H 6.31162 -3.08685 -0.51341
O -3.45022 -1.35320 -3.49213
O -2.35757 5.02670 3.68695
C 3.82371 2.00430 -0.34770
H -5.24640 -5.63770 0.64723
O -4.35637 -5.37741 -3.16664
C 7.02247 1.79612 1.62048
S -5.32129 1.53182 0.32753
C 5.78281 2.38133 1.01032
O -4.81700 -6.08738 -1.10547
H 6.07141 3.26531 0.43965
O 4.06579 6.28963 2.35519
H -5.90938 -4.70064 2.00227
O -3.15452 4.71370 1.63760
H -5.55183 -2.22042 -5.14039
C -3.35269 -3.57582 0.58804
O 5.63063 -0.57564 1.08579
C 3.43624 -0.20573 0.19609
C -3.09129 -5.68191 -2.56286
C 2.82616 0.90454 -0.36536
C -2.41188 4.18539 2.63377
O 7.97215 -3.88792 -1.43934
H -6.19734 1.42308 2.24877
C 7.28376 -2.76078 -0.88678
C 3.45691 6.22804 1.06065
H -2.62259 -4.74944 -2.24269
O -5.57154 0.71218 -0.81570
C 4.65330 6.36599 0.14194
H 8.97670 -1.63099 -0.10693
C -3.76467 -5.13244 2.17296
C -4.79773 -1.71501 -3.15819
H -5.13132 -1.11159 -2.31674
C -2.91280 0.45106 -0.31159
O -2.76071 -4.52503 1.34794
O -4.73932 -0.32739 -4.98230
C -5.54171 -1.38796 -4.43498
I 0.60034 2.51280 -1.66051
C 1.47599 -1.47568 -0.11391
O -6.44438 -5.15774 -2.35685
C -3.48712 -0.44107 -4.48770
H -3.55011 -6.18879 2.30626
H -3.55634 -7.61719 -1.66925
C 4.82691 0.14122 0.55176
H 7.13838 -1.99901 -1.64783
H 5.13057 2.71784 1.81929
H 5.10228 5.40046 -0.09161
H -0.95366 -1.47963 -1.11190
H -3.76229 -4.63749 3.14485
C 1.51073 0.84572 -0.79874
O -6.01978 0.78027 1.54691
C -0.64580 -0.43831 -1.03407
O -2.53828 0.16597 -4.86839
H -2.11079 6.94467 2.97762
C 8.21336 -2.33491 0.23104
H 3.29293 -2.26472 0.76828
C 2.78887 -1.41554 0.33103
H -2.95357 0.89559 -1.30501
H -3.17894 2.42789 0.57200
H -3.89133 6.63043 1.34995
H -0.83189 0.04592 -1.99195
C -5.03231 -4.85989 1.38218
H -1.40621 -0.43847 0.97123
H 7.84138 1.54029 0.94367
H 7.69000 -1.91919 1.08569
H -3.45392 6.73445 4.12071
H -4.82257 5.59967 2.45447
C 0.80498 -0.36377 -0.65855
O 8.85033 -3.56969 0.57934
H -0.99418 1.15375 0.37892
N 5.07545 1.45928 0.09466
H 8.01810 1.31040 3.13970
H 2.92369 5.28989 0.93379
C -2.92090 6.28380 3.28874
H -6.55947 -1.04885 -4.26742
C -3.49733 -6.56237 -1.39661
H 4.43385 6.89078 -0.78355
O 5.56732 7.12524 0.94105
O 9.36971 -5.43113 -0.57906
C 8.79098 -4.39982 -0.48801
O -2.77416 -2.78609 -0.08725
H 2.75764 7.06064 0.96229
C -3.57389 1.42158 0.67417
H -4.85123 -2.76216 -2.87901
I 0.54383 -3.34290 0.04346
N 7.10568 1.67599 2.87304
H -3.44851 1.09403 1.70486
O -4.69467 -3.65521 0.68633



Number 1: calculated total energy -3937.9289 Eh. Number 2: calculated total energy -2082.8125 Eh. Number 3: calculated total energy -4075.8788 Eh.